{"formula": "C47H109Cl2CuN7O19P3", "method": "ωB97M-V/def2-TZVPD", "multiplicity": 1, "homo_lumo_gap_ev": 6.24, "total_energy_ev": -197397.0429, "e_homo_ev": -6.8827, "elements": ["Cu", "C", "C", "C", "C", "C", "C", "N", "O", "C", "C", "C", "H", "H", "H", "H", "H", "H", "H", "H", "H", "H", "H", "H", "H", "H", "H", "H", "H", "H", "C", "O", "N", "C", "C", "H", "H", "H", "H", "H", "H", "H", "C", "O", "N", "C", "C", "H", "H", "H", "H", "H", "H", "H", "C", "O", "N", "C", "C", "H", "H", "H", "H", "H", "H", "H", "C", "O", "N", "C", "C", "H", "H", "H", "H", "H", "H", "H", "C", "O", "N", "C", "C", "H", "H", "H", "H", "H", "H", "H", "C", "O", "N", "C", "C", "H", "H", "H", "H", "H", "H", "H", "Cl", "C", "C", "Cl", "H", "H", "H", "H", "C", "C", "O", "P", "O", "O", "C", "C", "O", "C", "C", "H", "H", "H", "H", "H", "H", "H", "H", "H", "H", "H", "H", "H", "H", "H", "C", "C", "O", "P", "O", "O", "C", "C", "O", "C", "C", "H", "H", "H", "H", "H", "H", "H", "H", "H", "H", "H", "H", "H", "H", "H", "C", "C", "O", "P", "O", "O", "C", "C", "O", "C", "C", "H", "H", "H", "H", "H", "H", "H", "H", "H", "H", "H", "H", "H", "H", "H"], "coordinates": [[3.86, 4.04, -22.91], [4.92, 7.12, -26.22], [4.89, 6.95, -24.70], [5.11, 8.36, -24.11], [3.83, 9.18, -24.00], [2.81, 8.37, -23.24], [2.44, 7.08, -23.99], [3.66, 6.31, -24.20], [3.40, 5.07, -24.86], [1.63, 7.40, -25.26], [1.62, 6.28, -22.98], [6.08, 6.12, -24.24], [4.63, 6.24, -26.80], [5.86, 7.50, -26.64], [4.17, 7.82, -26.58], [5.81, 8.94, -24.72], [5.62, 8.30, -23.14], [3.45, 9.44, -25.00], [4.04, 10.15, -23.54], [1.91, 8.95, -23.05], [3.24, 8.11, -22.27], [0.95, 6.60, -25.53], [2.28, 7.78, -26.04], [1.00, 8.28, -25.07], [1.37, 5.30, -23.38], [0.72, 6.79, -22.63], [2.17, 6.03, -22.06], [6.07, 5.09, -24.61], [6.13, 6.07, -23.15], [7.01, 6.59, -24.57], [2.25, 5.47, -28.73], [2.93, 4.67, -29.34], [1.16, 6.08, -29.28], [0.53, 7.17, -28.56], [0.65, 5.65, -30.56], [2.41, 5.79, -27.69], [-0.41, 6.88, -28.09], [0.24, 7.96, -29.26], [1.22, 7.56, -27.83], [0.65, 6.43, -31.32], [1.35, 4.92, -30.97], [-0.29, 5.11, -30.45], [4.68, 1.72, -29.00], [4.90, 0.72, -29.66], [4.97, 1.87, -27.68], [4.65, 3.06, -26.94], [5.70, 0.84, -26.98], [4.26, 2.67, -29.36], [5.54, 3.68, -26.75], [4.13, 2.88, -26.00], [3.92, 3.70, -27.44], [5.17, 0.58, -26.07], [5.95, 0.03, -27.67], [6.69, 1.19, -26.65], [6.30, 1.45, -23.46], [5.68, 2.50, -23.32], [7.52, 1.33, -24.01], [8.06, 0.04, -24.41], [8.17, 2.52, -24.47], [5.85, 0.47, -23.23], [9.06, -0.05, -23.97], [8.14, -0.02, -25.49], [7.35, -0.73, -24.09], [7.96, 3.43, -23.91], [9.25, 2.37, -24.40], [8.05, 2.73, -25.54], [2.63, 8.48, -19.32], [2.19, 7.36, -19.47], [3.88, 8.86, -19.69], [4.38, 10.19, -19.51], [4.82, 7.91, -20.25], [2.02, 9.31, -18.93], [5.42, 10.20, -19.16], [3.83, 10.87, -18.87], [4.48, 10.68, -20.49], [4.26, 7.09, -20.69], [5.37, 8.35, -21.09], [5.62, 7.69, -19.54], [7.08, 13.81, -24.94], [6.88, 14.48, -25.93], [6.35, 12.72, -24.61], [6.69, 11.89, -23.47], [5.27, 12.28, -25.46], [7.87, 14.03, -24.20], [7.14, 10.97, -23.86], [5.79, 11.62, -22.91], [7.43, 12.33, -22.80], [5.53, 11.35, -25.98], [4.39, 12.05, -24.85], [4.96, 13.04, -26.18], [-1.04, 4.96, -21.34], [-1.25, 3.82, -21.69], [-1.91, 5.98, -21.40], [-1.53, 7.34, -21.10], [-3.25, 5.80, -21.91], [-0.06, 5.32, -20.97], [-0.52, 7.41, -20.68], [-2.11, 7.98, -20.44], [-1.50, 7.88, -22.05], [-3.41, 4.79, -22.26], [-4.02, 6.11, -21.19], [-3.43, 6.46, -22.77], [-1.09, 4.94, -26.65], [-0.52, 4.30, -25.09], [-1.00, 2.88, -24.90], [-2.79, 2.78, -24.96], [-0.86, 4.91, -24.25], [0.57, 4.36, -25.03], [-0.72, 2.46, -23.93], [-0.61, 2.16, -25.63], [9.70, 5.87, -25.75], [9.74, 7.29, -26.31], [10.91, 7.92, -25.82], [11.65, 9.11, -26.57], [11.85, 8.90, -28.01], [10.81, 10.42, -26.19], [9.54, 10.61, -26.87], [9.49, 12.04, -27.34], [12.97, 9.24, -25.73], [13.90, 10.28, -26.04], [14.85, 10.42, -24.88], [8.77, 5.36, -25.97], [10.64, 5.43, -26.11], [9.93, 5.91, -24.68], [9.77, 7.23, -27.40], [8.81, 7.78, -26.00], [9.47, 9.93, -27.72], [8.79, 10.37, -26.12], [10.31, 12.20, -28.05], [8.59, 12.19, -27.94], [9.48, 12.76, -26.53], [14.45, 9.98, -26.94], [13.43, 11.22, -26.31], [15.61, 11.19, -25.06], [14.35, 10.72, -23.96], [15.34, 9.49, -24.59], [2.38, 11.95, -27.70], [1.84, 10.59, -28.15], [2.64, 10.14, -29.25], [2.39, 10.66, -30.73], [2.62, 12.08, -30.97], [3.30, 9.68, -31.58], [3.24, 8.25, -31.36], [2.78, 7.67, -32.69], [0.91, 10.16, -31.10], [-0.22, 11.05, -30.93], [-1.40, 10.29, -30.35], [2.12, 12.75, -28.39], [1.96, 12.21, -26.72], [3.46, 11.98, -27.58], [2.14, 9.88, -27.37], [0.76, 10.63, -28.24], [4.28, 7.92, -31.26], [2.63, 7.93, -30.53], [1.74, 7.99, -32.82], [3.38, 8.01, -33.54], [2.78, 6.58, -32.72], [0.10, 11.88, -30.30], [-0.41, 11.43, -31.93], [-0.99, 9.78, -29.48], [-2.20, 10.96, -30.03], [-1.77, 9.56, -31.07], [-4.88, 13.14, -22.52], [-4.07, 11.86, -22.65], [-3.76, 11.72, -24.05], [-3.17, 10.34, -24.58], [-2.85, 9.36, -23.54], [-4.22, 9.88, -25.68], [-4.85, 10.81, -26.57], [-6.13, 11.38, -25.97], [-1.94, 10.75, -25.48], [-0.59, 10.67, -25.01], [-0.33, 11.92, -24.16], [-4.17, 13.97, -22.61], [-5.66, 13.17, -23.27], [-5.25, 13.31, -21.50], [-3.17, 11.94, -22.05], [-4.63, 10.95, -22.39], [-4.17, 11.63, -26.81], [-5.17, 10.24, -27.44], [-6.54, 10.63, -25.28], [-5.94, 12.22, -25.30], [-6.89, 11.61, -26.71], [-0.51, 9.80, -24.35], [0.15, 10.63, -25.80], [-0.37, 12.88, -24.66], [-1.00, 11.94, -23.30], [0.67, 11.78, -23.72]], "lowdin_charge": [0.561, -0.025, -0.491, -0.136, -0.174, -0.129, -0.490, -0.183, -0.267, -0.005, -0.046, -0.038, 0.068, 0.082, 0.063, 0.101, 0.093, 0.100, 0.084, 0.119, 0.089, 0.053, 0.039, 0.071, 0.052, 0.073, 0.076, 0.063, 0.083, 0.070, -0.313, -0.005, -0.176, -0.080, -0.036, 0.125, 0.025, 0.069, 0.056, 0.075, 0.085, 0.095, -0.326, 0.006, -0.179, -0.063, -0.048, 0.121, 0.087, 0.076, 0.059, 0.089, 0.088, 0.059, -0.318, -0.024, -0.182, -0.032, -0.056, 0.143, 0.094, 0.085, 0.091, 0.085, 0.095, 0.088, -0.335, 0.000, -0.189, -0.065, -0.048, 0.138, 0.089, 0.089, 0.079, 0.076, 0.070, 0.100, -0.352, 0.017, -0.188, -0.054, -0.053, 0.135, 0.080, 0.071, 0.088, 0.094, 0.078, 0.082, -0.352, 0.001, -0.174, -0.075, -0.037, 0.125, 0.074, 0.092, 0.066, 0.077, 0.091, 0.088, 0.618, -0.650, -0.633, 0.519, 0.057, 0.055, 0.059, 0.068, -0.074, -0.282, -0.164, 0.367, -0.223, -0.187, -0.262, -0.059, -0.161, -0.272, -0.076, 0.066, 0.085, 0.082, 0.123, 0.103, 0.112, 0.107, 0.086, 0.086, 0.071, 0.121, 0.120, 0.079, 0.078, 0.079, -0.061, -0.251, -0.179, 0.379, -0.212, -0.161, -0.233, -0.075, -0.196, -0.257, -0.057, 0.077, 0.070, 0.065, 0.097, 0.106, 0.124, 0.094, 0.070, 0.081, 0.077, 0.106, 0.123, 0.049, 0.078, 0.082, -0.062, -0.250, -0.201, 0.388, -0.211, -0.166, -0.246, -0.069, -0.172, -0.244, -0.060, 0.080, 0.065, 0.080, 0.112, 0.116, 0.116, 0.119, 0.087, 0.048, 0.077, 0.095, 0.095, 0.083, 0.063, 0.074]}